1.
# C48H40BBrF4MnN8O16

A molecular structure, C48H40BBrF4MnN8O16 at a distorted geometry (ωB97M-V/def2-TZVPD, OMol25).

Its spin multiplicity is 6. As for the gap between HOMO and LUMO (spin up / spin down): 0.292 / 0.296 hartree.

Geometry (Å):
Mn1 4.1222 3.5223 20.7336
Br1 3.6796 5.9509 21.0674
B1 2.9991 1.7088 19.7689
F1 3.5643 2.5761 18.8876
F2 3.9916 1.3943 20.6312
F3 2.2251 2.6068 20.4848
F4 2.3813 0.6433 19.1526
C1 3.1889 6.5054 12.7258
C2 2.2681 7.1017 13.5463
C3 2.1501 6.7968 14.9081
C4 3.1246 6.0134 15.4886
C5 4.1561 5.4471 14.6708
C6 4.1603 5.6897 13.2963
N1 2.9975 5.7830 16.9663
O1 2.1523 6.3586 17.5853
O2 3.7480 4.9045 17.3572
H1 3.2596 6.8117 11.6926
H2 1.6348 7.8884 13.1637
H3 1.3549 7.2619 15.4718
H4 4.9293 4.8136 15.0796
H5 4.8897 5.2330 12.6438
C7 7.8213 4.8095 14.7782
C8 7.6490 3.4009 14.8588
C9 7.1241 2.9619 16.0560
C10 6.9039 3.7103 17.1849
C11 7.0822 5.1049 17.0353
C12 7.5272 5.6464 15.8132
N2 6.5606 3.1094 18.4913
O3 6.7982 1.8807 18.6651
O4 6.0490 3.8627 19.3535
H6 8.2861 5.0994 13.8475
H7 7.7644 2.8000 13.9688
H8 7.0037 1.8889 16.0791
H9 7.0418 5.7187 17.9230
H10 7.8162 6.6814 15.7051
C13 1.4812 9.1029 18.6975
C14 1.1004 8.6417 19.9619
C15 0.0992 9.2781 20.6352
C16 -0.4816 10.4568 20.1084
C17 -0.0029 10.9769 18.9066
C18 1.0198 10.3350 18.1843
N3 -1.4728 11.1705 20.8587
O5 -2.1575 12.0159 20.3044
O6 -1.5892 10.9491 22.0881
H11 2.2767 8.5908 18.1765
H12 1.3933 7.6530 20.2830
H13 -0.3218 8.8221 21.5191
H14 -0.4226 11.8624 18.4524
H15 1.3102 10.6888 17.2061
C19 2.3548 4.5759 27.3377
C20 2.1652 5.1422 26.0427
C21 2.5785 4.4446 24.9165
C22 3.1653 3.1663 25.0284
C23 3.2798 2.5826 26.2700
C24 2.7665 3.2304 27.4047
N4 3.6830 2.4141 23.8324
O7 3.9796 1.2399 23.9236
O8 3.7123 3.0179 22.7650
H16 2.1256 5.0725 28.2690
H17 1.8072 6.1583 25.9664
H18 2.5212 4.9603 23.9693
H19 3.7342 1.6035 26.3073
H20 2.9265 2.7500 28.3586
C25 5.1162 9.5639 19.9046
C26 5.7909 10.7588 20.1673
C27 6.8852 11.0226 19.3656
C28 7.1410 10.3158 18.1834
C29 6.3746 9.1519 17.9212
C30 5.3968 8.7129 18.8178
N5 8.2788 10.8180 17.3279
O9 8.9037 11.8338 17.6542
O10 8.5957 10.1020 16.3755
H21 4.3437 9.3095 20.6152
H22 5.5367 11.3020 21.0655
H23 7.4824 11.8668 19.6774
H24 6.6058 8.5965 17.0243
H25 5.0157 7.7069 18.7221
C31 9.3768 6.6465 20.1977
C32 8.1378 6.7635 20.7918
C33 7.5902 5.5661 21.2929
C34 8.2911 4.3254 21.1390
C35 9.6269 4.3398 20.5875
C36 10.1121 5.4818 20.0378
N6 7.6088 3.0449 21.4557
O11 8.2341 2.0404 21.3759
O12 6.4183 3.0742 21.8389
H26 9.7928 7.6149 19.9621
H27 7.5233 7.6395 20.9386
H28 6.7161 5.5980 21.9264
H29 10.2626 3.5125 20.3085
H30 11.1192 5.5429 19.6525
C37 1.0915 7.7194 23.7608
C38 1.0494 8.7338 24.7587
C39 0.1461 8.6099 25.8193
C40 -0.7866 7.5239 25.8347
C41 -0.7455 6.5542 24.8050
C42 0.0802 6.6934 23.6707
N7 -1.6448 7.2890 27.0182
O13 -2.3784 6.2792 26.9779
O14 -1.7882 8.1303 27.9218
H31 1.8590 7.8446 23.0113
H32 1.8041 9.5062 24.7479
H33 0.2264 9.3193 26.6296
H34 -1.4630 5.7589 24.9432
H35 0.1495 5.9144 22.9259
C43 6.6800 9.8029 23.3745
C44 6.7931 10.6520 24.4430
C45 5.8575 10.5401 25.5028
C46 4.8289 9.5723 25.4853
C47 4.8027 8.6869 24.3792
C48 5.7277 8.7905 23.3613
N8 3.9132 9.4302 26.6818
O15 3.3359 8.2892 26.8634
O16 3.9484 10.3039 27.5459
H36 7.2996 9.8278 22.4902
H37 7.5751 11.3967 24.4252
H38 5.9709 11.2673 26.2932
H39 4.0909 7.8757 24.4185
H40 5.6430 8.1663 22.4840

Atom charges from the Löwdin analysis, given in e for atoms 1 to 99:
1. Mn 0.69
2. Br 0.12
3. B -1.41
4. F 0.14
5. F 0.17
6. F 0.13
7. F 0.19
8. C -0.08
9. C -0.07
10. C 0.00
11. C -0.10
12. C 0.01
13. C -0.06
14. N -0.33
15. O 0.08
16. O 0.06
17. H 0.11
18. H 0.11
19. H 0.12
20. H 0.09
21. H 0.11
22. C -0.08
23. C -0.04
24. C -0.03
25. C -0.12
26. C 0.02
27. C -0.07
28. N -0.22
29. O 0.11
30. O -0.05
31. H 0.11
32. H 0.11
33. H 0.12
34. H 0.11
35. H 0.11
36. C -0.07
37. C -0.08
38. C 0.00
39. C -0.15
40. C 0.00
41. C -0.04
42. N -0.34
43. O 0.08
44. O 0.05
45. H 0.08
46. H 0.05
47. H 0.10
48. H 0.11
49. H 0.10
50. C -0.02
51. C -0.04
52. C 0.01
53. C -0.11
54. C -0.01
55. C -0.05
56. N -0.26
57. O 0.14
58. O -0.06
59. H 0.11
60. H 0.08
61. H 0.08
62. H 0.12
63. H 0.10
64. C -0.08
65. C -0.07
66. C -0.02
67. C -0.11
68. C 0.00
69. C -0.06
70. N -0.32
71. O 0.06
72. O 0.05
73. H 0.09
74. H 0.11
75. H 0.12
76. H 0.10
77. H 0.08
78. C -0.08
79. C -0.05
80. C 0.00
81. C -0.10
82. C 0.00
83. C -0.08
84. N -0.33
85. O 0.14
86. O -0.01
87. H 0.11
88. H 0.09
89. H 0.08
90. H 0.12
91. H 0.11
92. C -0.08
93. C -0.07
94. C 0.01
95. C -0.12
96. C -0.01
97. C -0.04
98. N -0.31
99. O 0.04


2.
# C5H10O2

C5H10O2 in the gas phase at a distorted geometry (ωB97M-V/def2-TZVPD, OMol25).

Its spin multiplicity is 1. As for the gap between HOMO and LUMO: 0.393 hartree. Its SMILES is C[C@@H]1[C@H](O)C[C@@H]1O.

Geometry (Å):
C1 0.3829 0.3579 -1.6393
C2 0.2011 -0.6797 -0.5409
C3 0.8656 -0.4313 0.8334
O1 2.0553 0.3171 0.8350
C4 -0.3950 0.2549 1.3625
C5 -1.2086 -0.4128 0.2446
O2 -2.1837 0.3688 -0.3782
H1 -0.6064 0.8573 -1.8645
H2 0.6475 -0.0597 -2.6137
H3 1.0527 1.1745 -1.3601
H4 0.3322 -1.7033 -0.9240
H5 1.0097 -1.4031 1.3299
H6 2.2410 0.5402 1.7575
H7 -0.6656 0.0991 2.4110
H8 -0.3402 1.3301 1.1564
H9 -1.6351 -1.3869 0.5058
H10 -1.7386 0.8305 -1.1365

Charges computed using natural (NBO), reported in e:
1. C -0.59
2. C -0.26
3. C 0.10
4. O -0.71
5. C -0.47
6. C 0.12
7. O -0.70
8. H 0.15
9. H 0.23
10. H 0.24
11. H 0.21
12. H 0.16
13. H 0.47
14. H 0.21
15. H 0.22
16. H 0.18
17. H 0.46


3.
# CHI2O2S2

A molecular structure, CHI2O2S2 at a distorted geometry (ωB97M-V/def2-TZVPD, OMol25).

Its spin multiplicity is 1. As for the net charge: -1. As for the gap between HOMO and LUMO (spin up / spin down): 0.258 / 0.258 hartree.

Geometry (Å):
C1 0.0591 0.6142 0.9682
O1 -0.4783 0.3950 -1.8975
O2 1.5832 -0.6869 -1.0667
S1 0.8805 2.0978 0.8714
S2 0.2283 -0.2911 -0.8513
I1 -0.7840 -2.5276 -0.4993
I2 -2.1333 0.5709 1.0760
H1 0.6446 -0.1723 1.3992

Charges computed using natural (NBO), reported in e:
1. C -0.64
2. O -0.92
3. O -0.94
4. S -0.28
5. S 1.85
6. I -0.30
7. I 0.03
8. H 0.20


4.
# C2H3F3NO

A molecular structure, C2H3F3NO at a distorted geometry (ωB97M-V/def2-TZVPD, OMol25).

Its spin multiplicity is 1. As for the net charge: -1. As for the gap between HOMO and LUMO: 0.221 hartree.

Geometry (Å):
C1 0.2263 0.7413 -0.2952
C2 0.2954 -1.2479 -0.1382
N1 -0.6175 1.3226 0.4640
O1 -1.8868 1.4773 0.1439
F1 0.7363 -1.6943 -1.3990
F2 1.3254 -1.3607 0.7758
F3 -0.6995 -2.1286 0.3506
H1 -0.1071 0.7661 -1.2652
H2 1.2150 0.8781 -0.1330
H3 -0.4875 1.2461 1.4965

Charges computed using natural (NBO), reported in e:
1. C -0.16
2. C 0.74
3. N -0.25
4. O -0.79
5. F -0.41
6. F -0.40
7. F -0.40
8. H 0.19
9. H 0.17
10. H 0.30


Number 1: E -207998.56175 eV. Number 2: E -9440.73927 eV. Number 3: E -43021.02080 eV. Number 4: E -13809.79652 eV.